A molecular structure, C16H17Cl2F5IrN2O6STe, computed with the ωB97M-V functional and the def2-TZVPD basis.

Element x y z (Å)
Ir (-0.110, 0.083, -0.134)
Cl (2.792, 0.487, 0.361)
C (2.629, 2.089, -0.354)
Cl (1.227, 2.158, -1.451)
H (3.519, 2.302, -0.930)
H (2.455, 2.806, 0.438)
O (-3.257, 2.832, -0.025)
C (-2.832, 1.711, -0.247)
O (-1.625, 1.464, -0.647)
C (-3.793, 0.546, -0.081)
C (-5.115, 0.872, 0.213)
C (-6.080, -0.103, 0.402)
C (-5.731, -1.447, 0.316)
C (-4.431, -1.795, 0.009)
C (-3.453, -0.808, -0.205)
S (-1.893, -1.436, -0.658)
H (-5.355, 1.924, 0.289)
H (-7.104, 0.184, 0.612)
H (-6.474, -2.220, 0.471)
H (-4.137, -2.836, -0.070)
F (0.703, -4.369, -1.249)
Te (1.080, -3.328, 0.275)
F (1.322, -4.754, 1.420)
F (2.329, -2.393, 1.413)
F (-0.737, -3.835, 0.437)
F (2.764, -3.837, -0.393)
O (0.956, -1.773, -0.674)
C (-2.616, -1.651, 4.064)
C (-1.328, -2.272, 4.602)
C (-0.069, -1.469, 4.237)
C (1.187, -2.164, 4.807)
C (2.486, -1.394, 4.582)
C (-0.151, -0.093, 4.865)
O (-0.337, 0.072, 6.051)
N (0.051, 0.979, 4.025)
C (0.133, 0.918, 2.642)
O (0.242, 1.943, 1.994)
N (0.095, -0.311, 2.026)
C (0.052, -1.443, 2.721)
O (0.105, -2.567, 2.188)
H (-3.472, -2.286, 4.294)
H (-2.581, -1.534, 2.976)
H (-2.802, -0.670, 4.509)
H (-1.198, -3.274, 4.194)
H (-1.364, -2.340, 5.690)
H (1.250, -3.141, 4.329)
H (1.011, -2.305, 5.875)
H (2.661, -1.220, 3.517)
H (3.333, -1.973, 4.955)
H (2.482, -0.434, 5.107)
H (0.019, 1.900, 4.435)

The gap between HOMO and LUMO (spin up / spin down) comes out at 7.3 / 6.5 eV. Its spin multiplicity is 5. The calculation puts the relative energy (zero: lowest compared OMol25 entry of this formula, charge and spin) at 32.1 kcal per mole. As for the energy: -3371.200797 a.u. The total charge is -1.